[1]
C5H8Cl4O | ωB97M-V with the def2-TZVPD basis set

Properties
LUMO (spin up / spin down) = 0.59 / -2.35 eV
electronic energy = -57446.27370 eV
total charge = 0
HOMO energy (spin up / spin down) = -5.53 / -10.57 eV
Kohn-Sham gap (spin up / spin down) = 6.12 / 8.22 eV
⟨S²⟩ = 2.0073
multiplicity = 3

CARTESIAN COORDINATES (ANGSTROEM)
Cl -0.9753 -0.2587 -1.8716
Cl -0.0602 2.0240 0.0969
Cl 4.0693 -0.0282 -0.2990
Cl -1.3656 -2.0576 0.3995
O 1.4176 -1.4450 -0.7084
C -1.4565 -0.3624 -0.2023
C -2.9811 0.2049 -0.0797
C -0.3811 0.4478 0.5725
C 2.4414 0.5544 0.1035
C 1.4770 -0.5394 0.3480
H 2.0892 1.1187 -0.7367
H 1.9310 -1.0685 -1.4386
H 2.7275 1.2254 0.9553
H -0.4618 0.3985 1.6497
H 1.5830 -1.1084 1.3161
H -2.9811 1.2672 -0.3075
H -3.7437 -0.3264 -0.7631
H -3.3294 -0.0465 0.9654

These are the Löwdin partial charges, in e, on atoms 1 to 2: 0.668 0.752


[2]
C3H7N4O | ωB97M-V with the def2-TZVPD basis set

Properties
SMILES string = NC/N=C\N=[NH+]/C=O
LUMO (spin up / spin down) = -6.95 / -6.95 eV
electronic energy = -11222.07569 eV
total charge = +1
HOMO energy (spin up / spin down) = -14.40 / -14.39 eV
Kohn-Sham gap (spin up / spin down) = 7.45 / 7.44 eV
multiplicity = 1

CARTESIAN COORDINATES (ANGSTROEM)
O -2.3081 0.8778 -0.6859
N -1.5680 -0.9509 0.4232
N 0.9140 1.4280 0.3694
N 1.7449 -0.7135 -0.2537
N -0.4552 -0.4274 0.8027
C 1.8930 0.6929 -0.3596
C -2.5066 -0.2530 -0.3682
C -0.1692 0.8757 0.7167
H 1.8588 1.0315 -1.4033
H -3.3795 -0.8592 -0.6297
H 2.0052 -1.1456 0.6168
H 1.8291 -1.2966 -1.0730
H 2.8489 1.0492 0.0618
H -0.9439 1.5857 1.0260
H -1.7633 -1.8946 0.7569

These are the Löwdin partial charges, in e, on atoms 1 to 2: 0.142 0.105


[3]
C19H22N4PtS7Si2 | ωB97M-V with the def2-TZVPD basis set

Properties
LUMO = 4.05 eV
electronic energy = -120875.14499 eV
total charge = -2
HOMO energy = -1.76 eV
Kohn-Sham gap = 5.81 eV
multiplicity = 1

CARTESIAN COORDINATES (ANGSTROEM)
Pt -0.6799 0.1373 0.6307
S -2.8117 1.4779 0.2970
S -1.8609 0.2853 2.7739
S -1.0919 -3.9244 3.5170
S -2.4333 -4.5522 6.1009
S -0.1520 -2.0914 1.2755
S -2.4783 -1.8266 4.8808
S -0.2425 2.3083 -0.3287
Si 2.3211 0.7400 1.9557
Si -1.7753 -1.0375 -2.2054
N -4.9627 4.3287 -1.0186
N -0.3858 -0.4913 -1.3292
N 1.3578 0.1672 0.6273
N -0.9177 5.7482 -1.8965
C 2.8236 -0.8331 -3.1574
C 3.5396 -0.5937 2.5386
C 1.2993 1.1869 3.4541
C 1.8653 -0.1829 -0.6090
C -2.0228 -3.4837 4.8948
C -1.0697 -2.3719 2.7340
C 0.9368 -0.5094 -1.6584
C -1.5950 4.9157 -1.4705
C 3.2316 -0.2011 -0.8814
C -3.8253 4.1321 -0.9844
C 1.4559 -0.8114 -2.9173
C -1.7229 -1.3599 3.3828
C -2.4340 3.9068 -0.9530
C -2.9709 -1.9700 -1.0862
C -1.9004 2.7428 -0.4155
C -1.3414 -2.2596 -3.5962
C 3.7142 -0.5302 -2.1423
C -2.7312 0.3533 -3.0571
C 3.3061 2.2773 1.4649
H 4.0756 -0.2567 3.4279
H -0.8972 -1.7811 -4.4669
H 3.1787 -1.0794 -4.1515
H -3.4213 0.8518 -2.3802
H 0.7079 2.0870 3.2893
H 0.6060 0.3976 3.7304
H 1.9843 1.3598 4.2873
H -2.0409 1.1103 -3.4348
H -2.2827 -2.7116 -3.9181
H 4.0750 2.0769 0.7216
H -3.3241 -1.3564 -0.2569
H 0.7878 -1.0283 -3.7345
H 4.7834 -0.5339 -2.3175
H -3.2996 -0.0437 -3.9020
H 4.2776 -0.8633 1.7857
H 2.9805 -1.4945 2.7934
H 2.6345 3.0316 1.0532
H 3.7904 2.6949 2.3505
H -3.8392 -2.2852 -1.6684
H -0.6739 -3.0540 -3.2634
H -2.4885 -2.8491 -0.6573
H 3.9398 0.0496 -0.1087

These are the Löwdin partial charges, in e, on atoms 1 to 2: 0.736 0.524